# 1
Computed, not measured: C22H24F18N11O12S6Zn as an isolated structure, with ωB97M-V/def2-TZVPD.

## Properties
Charge: -2
Spin multiplicity: 2
Orbital gap (spin up / spin down), hartree: 0.1052 / 0.3114
HOMO (spin up / spin down), eV: 0.72 / -4.95
Expectation value of S²: 0.755

Last column: Löwdin charge in e.
Geometry (Å):
Zn  -0.16193  0.73290  1.83178  0.5341
C  -1.82496  3.17270  4.71534  -0.6692
F  -0.65771  2.56854  4.91225  0.1340
F  -2.83394  2.41686  5.05650  0.1693
F  -1.86846  4.30301  5.35382  0.1788
S  -2.02529  3.48920  2.75594  0.6850
O  -3.34325  3.93002  2.57527  -0.2573
O  -1.05325  4.48213  2.35275  -0.2925
N  -1.61437  1.91838  2.10574  -0.3382
S  -2.99148  1.31192  1.69972  0.5953
O  -2.67051  0.05135  1.05290  -0.3284
O  -4.00255  1.29463  2.77309  -0.2902
C  -3.67893  2.21342  0.14240  -0.6252
F  -2.91694  3.31541  -0.12381  0.0942
F  -3.72160  1.44942  -0.97579  0.1260
F  -4.93022  2.43607  0.27571  0.1809
C  2.18690  1.44126  -1.52304  -0.6333
F  2.43709  1.64489  -2.82710  0.0682
F  2.89094  0.41089  -1.00249  0.0686
F  2.50588  2.54793  -0.82628  0.0503
S  0.20681  1.18699  -1.26084  0.6277
O  -0.35204  2.42986  -0.76775  -0.3594
O  -0.20719  0.88129  -2.64002  -0.3793
N  0.05623  0.04668  0.06623  -0.4307
S  -0.22793  -1.29603  -0.75364  0.5779
O  -1.64475  -1.47075  -1.11361  -0.3252
O  0.74337  -1.54823  -1.79819  -0.3304
C  -0.04310  -2.71715  0.53570  -0.7285
F  1.18389  -2.63151  1.05857  0.1051
F  -0.95877  -2.55802  1.45856  0.1367
F  -0.20402  -3.83510  -0.06504  0.1824
C  3.09379  -0.58383  2.89425  -0.6577
F  2.48230  -0.49438  1.69902  0.0840
F  3.64911  -1.78279  3.02859  0.1416
F  4.07078  0.29043  2.95341  0.1583
S  1.85914  -0.23744  4.30897  0.7123
O  2.10603  -1.23096  5.33324  -0.2782
O  2.26006  1.10368  4.67447  -0.2985
N  0.26904  -0.20107  3.53656  -0.3350
S  -0.71571  -0.76642  4.64754  0.6207
O  -0.41061  -0.27027  6.00589  -0.3047
O  -2.08726  -0.64816  4.19314  -0.3010
C  -0.40797  -2.75318  4.58526  -0.6124
F  -1.52897  -3.44158  4.25160  0.1136
F  0.52218  -3.02581  3.68760  0.1146
F  0.06181  -3.19867  5.73586  0.1382
C  -4.30168  -2.26235  2.27151  -0.0701
C  -5.62142  -1.73505  1.85064  -0.2829
N  -6.64302  -1.29785  1.62691  0.1171
H  -4.34717  -3.30430  2.58833  0.0784
H  -3.95576  -1.53641  3.00734  0.0527
H  -3.57827  -2.16136  1.46245  0.0545
C  4.66595  -2.66586  -0.15353  -0.0562
C  5.98494  -3.23279  -0.06466  -0.3013
N  7.02350  -3.65791  0.01770  0.1169
H  3.98554  -3.06924  0.59642  0.0788
H  4.28999  -2.98563  -1.12539  0.0663
H  4.62419  -1.57823  -0.09519  0.0818
C  2.40786  4.65537  2.37033  -0.0216
C  1.87409  3.30692  2.09245  -0.1306
N  1.44095  2.21770  1.85440  0.1894
H  1.90792  4.97820  3.28353  0.0870
H  2.06632  5.24799  1.52165  0.0909
H  3.49511  4.71190  2.42327  0.0883
C  3.37542  -1.56000  -3.88696  -0.0694
C  3.29138  -3.01822  -3.81799  -0.2945
N  3.16946  -4.16718  -3.82632  0.1195
H  4.13866  -1.18338  -3.20599  0.0750
H  2.43770  -1.00648  -3.83798  0.0764
H  3.87018  -1.37968  -4.84131  0.0765
C  -1.11337  2.31607  -5.39085  -0.1074
C  -1.82343  2.82516  -6.49800  -0.3112
N  -2.42496  3.29889  -7.36357  0.1020
H  -0.67077  1.34399  -5.60824  0.0692
H  -1.78810  2.34947  -4.53544  0.0922
H  -0.24274  2.82781  -4.98071  0.0789
C  -1.05775  -2.85909  -4.34348  -0.0634
C  -1.80819  -1.78378  -4.98023  -0.2494
N  -2.38204  -0.86321  -5.48354  0.1226
H  -1.43342  -3.71922  -4.89769  0.0791
H  -1.32592  -2.99671  -3.29599  0.0634
H  0.00383  -2.61282  -4.36596  0.0725
C  -3.86889  -4.91994  -0.75437  -0.0569
C  -4.66395  -4.84373  -1.98427  -0.2741
N  -5.31544  -4.80039  -2.93020  0.1153
H  -4.37161  -4.31491  0.00016  0.0666
H  -2.88423  -4.46337  -0.85480  0.0694
H  -3.74561  -5.93494  -0.37663  0.0801
C  3.53485  4.88426  -3.83965  -0.0511
C  3.90783  4.98287  -2.39171  -0.2851
N  4.13246  5.06750  -1.30192  0.1288
H  3.26220  3.84455  -4.02066  0.0622
H  4.35381  5.22531  -4.47297  0.0720
H  2.62177  5.45130  -4.02088  0.0790

---

# 2
Computed, not measured: C21H15Cl3N4O2PtS2 as an isolated structure, with ωB97M-V/def2-TZVPD.

## Properties
Charge: +2
Spin multiplicity: 5
Orbital gap (spin up / spin down), hartree: 0.1853 / 0.2168
HOMO (spin up / spin down), eV: -11.51 / -14.73
Expectation value of S²: 6.047

Last column: Löwdin charge in e.
Geometry (Å):
Pt  -0.54297  0.49059  -0.64777  0.8616
O  -4.69163  -0.03648  -0.57362  0.3216
C  -3.47359  0.11997  -0.28659  -0.4318
O  -2.60099  0.74755  -1.12477  -0.2466
C  -2.82566  -0.31566  0.94894  -0.2148
C  -3.44397  -0.81202  2.11478  0.0241
C  -2.71390  -1.35995  3.16289  -0.0435
C  -1.34443  -1.34836  3.13333  -0.0653
C  -0.75240  -0.75164  2.04395  -0.1320
N  -1.47383  -0.33740  0.94423  -0.1199
H  -4.49949  -0.91853  1.99942  0.1193
H  -3.25621  -1.80311  3.97615  0.1205
H  -0.76901  -1.77093  3.94055  0.1169
H  0.35649  -0.59334  2.02328  0.1063
Cl  1.97017  0.81005  -0.13889  0.8025
C  2.65828  0.88464  -1.72611  -0.6042
C  4.03398  0.69655  -1.89231  -0.0492
C  4.64364  0.92792  -3.14012  0.0097
C  3.82195  1.15376  -4.25535  -0.0719
C  2.45021  1.16242  -4.13311  -0.6290
Cl  1.44869  1.74686  -5.41053  0.7555
C  1.85808  1.19127  -2.81208  -0.6704
S  0.17739  1.47013  -2.72628  0.7921
H  4.56954  0.35728  -1.02634  0.1140
H  5.75281  0.88291  -3.22628  0.1475
H  4.28337  1.37772  -5.26407  0.1509
S  -0.33874  -1.40023  -1.90561  0.6892
C  0.14502  -2.63176  -0.84252  -0.7149
N  -0.34346  -3.89648  -1.11189  0.0864
C  -0.05178  -4.99262  -0.37356  0.0075
C  0.74630  -4.77852  0.73146  -0.0012
C  1.28066  -3.50327  0.91529  -0.0589
N  0.94772  -2.42812  0.19419  0.0686
H  -0.96917  -4.04814  -1.94677  0.1889
H  -0.53729  -5.93712  -0.65857  0.1616
H  0.98627  -5.58230  1.43219  0.1329
H  2.08781  -3.32699  1.66502  0.1492
Cl  1.21614  3.69801  3.47992  0.7904
C  -0.02796  3.52225  2.34854  -0.6514
C  -1.09749  4.43881  2.15914  -0.0047
C  -1.90307  4.24054  1.05939  -0.0054
C  -1.71689  3.14794  0.18912  -0.0531
N  -0.66314  2.30549  0.40591  -0.1242
C  0.11077  2.46596  1.50667  -0.2329
H  -1.21311  5.27479  2.83622  0.1314
H  -2.70783  4.89580  0.89313  0.1105
H  -2.43138  2.89028  -0.60224  0.1223
H  0.84413  1.67346  1.72166  0.0437

---

# 3
Computed, not measured: a 2-piece molecular cluster, C4H12O overall, with ωB97M-V/def2-TZVPD.

## Properties
Structure (SMILES): CC(C)C.O
Orbital gap, hartree: 0.4443
HOMO, eV: -11.25

Last column: Löwdin charge in e.
Geometry (Å):
C  0.48420  0.25030  -1.71826  -0.1007
C  -0.09428  0.00834  -0.30779  -0.4848
C  -1.35027  -0.83668  -0.44937  -0.0885
C  1.07201  -0.53126  0.54409  -0.0975
H  -0.13435  0.87254  -2.36549  0.0707
H  1.44520  0.74732  -1.57575  0.0723
H  0.53290  -0.67835  -2.30174  0.0804
H  -0.33293  0.97883  0.14062  0.0990
H  -1.19103  -1.76561  -1.01417  0.0796
H  -2.18310  -0.27264  -0.87780  0.0790
H  -1.68096  -1.20163  0.53117  0.0736
H  0.73347  -1.07612  1.43122  0.0796
H  1.77667  -1.13473  -0.03670  0.0773
H  1.65189  0.34942  0.80903  0.0669
O  -0.55324  1.23464  2.68726  -0.0676
H  0.37947  1.07382  2.43835  0.0224
H  -0.55563  1.98183  2.06532  0.0384